[1]
The following is a DFT calculation (ωB97M-V/def2-TZVPD) of a 6-piece molecular cluster, C47H60F2N4O19S overall at a distorted geometry.

Calculated total energy ... -110831.7943 eV
Structure (SMILES) ... C=Cc1c2c(c(F)c(CCCCN(C)C(C)=O)c1N(C)C(C)=O)N(CC(=O)F)c1cccc(CCCCNC(C)=O)c1S2.O=C1OCCO1.O=C1OCCO1.O=C1OCCO1.O=C1OCCO1.O=C1OCCO1
Molecular weight ... 1055.1 g/mol
Kohn-Sham gap ... 8.2 eV
Lowest unoccupied orbital energy ... 0.154 eV

Last column: Mulliken charge in e.
Atoms and positions in Å:
C: 0.423521 0.723198 3.735179  -0.64
C: 0.769374 1.761614 2.822692  -0.63
C: -0.258833 1.965748 1.591130  -0.34
C: -0.129078 1.205951 0.248220  1.62
C: -1.116725 1.362160 -0.968204  -1.20
C: -2.293985 2.382763 -0.727146  -0.04
F: -3.213871 2.532792 -1.807052  -0.47
C: -2.426912 3.172157 0.632242  -0.20
C: -3.647324 4.200757 0.723788  -0.72
C: -3.556132 5.384759 -0.394064  -1.02
C: -2.192935 6.232385 -0.319145  0.31
C: -1.931791 7.046548 -1.709464  -1.21
N: -0.742984 6.533373 -2.451849  0.50
C: -0.575541 7.170212 -3.793695  -0.94
C: 0.517280 6.762114 -1.721331  0.33
C: 0.779088 7.907757 -0.635870  -0.92
O: 1.493936 6.003363 -2.005392  -0.56
C: -1.446409 2.975077 1.819970  0.53
N: -1.499103 3.660966 3.125747  0.42
C: -1.488429 5.152699 3.009520  -0.64
C: -2.575208 3.161767 3.991015  0.53
C: -3.593954 1.981364 3.645619  -0.56
O: -2.685448 3.690018 5.148762  -0.66
N: -0.984302 0.656209 -2.261584  0.40
C: 0.073939 1.252709 -3.145416  0.30
C: 0.434896 2.780547 -2.806828  0.24
O: -0.406376 3.649927 -3.115821  -0.44
F: 1.697655 3.056522 -2.221542  -0.26
C: -0.590438 -0.768835 -2.091623  -0.35
C: -1.303918 -1.795018 -3.036818  -0.92
C: -0.881799 -3.304207 -2.918083  -0.79
C: 0.191821 -3.807855 -1.878970  -1.14
C: 0.900011 -2.772121 -0.923772  0.86
C: 1.964602 -3.291431 0.150230  -0.68
C: 3.432755 -2.663361 -0.009063  -0.84
C: 4.072653 -2.818590 -1.476364  -0.27
C: 4.297889 -1.421257 -2.254155  -0.30
N: 5.655865 -1.402775 -2.933953  -0.39
C: 5.851373 -0.072179 -3.550784  0.59
C: 6.581680 1.061755 -2.668082  -0.83
O: 5.399787 0.106610 -4.717184  -0.60
C: 0.474810 -1.290630 -1.084237  1.12
S: 1.263964 0.005775 0.011506  -0.15
H: -0.302461 -0.108987 3.398891  0.15
H: 0.805224 0.729439 4.814489  0.28
H: 1.663787 2.457325 2.923824  0.32
H: -3.849440 4.603609 1.770742  -0.04
H: -4.592605 3.598744 0.428787  0.45
H: -4.450929 6.116314 -0.316696  0.26
H: -3.617808 4.945691 -1.457022  0.42
H: -1.284609 5.563819 -0.056053  0.00
H: -2.290885 7.063091 0.484597  0.22
H: -1.776257 8.181162 -1.512585  0.37
H: -2.846677 6.993155 -2.414249  0.58
H: -1.303457 8.032540 -4.002173  0.33
H: 0.484747 7.623402 -3.913117  0.33
H: -0.667799 6.416527 -4.669323  0.21
H: 0.017351 7.841307 0.233368  0.20
H: 1.811680 7.763953 -0.175894  0.32
H: 0.668340 8.973325 -1.074221  0.26
H: -0.954670 5.491792 2.041547  0.19
H: -0.895934 5.576870 3.901682  0.36
H: -2.549133 5.609564 3.092520  0.26
H: -3.082824 0.980626 3.894410  0.19
H: -4.042262 2.026684 2.597730  0.14
H: -4.484793 2.057595 4.379877  0.28
H: 1.044130 0.648724 -2.944036  0.02
H: -0.157850 1.179877 -4.269690  0.35
H: -2.093152 -1.428288 -3.769770  0.40
H: -1.421349 -4.033643 -3.630651  0.38
H: 0.450209 -4.928086 -1.801852  0.44
H: 1.531309 -3.001513 1.187128  0.25
H: 2.038644 -4.434174 0.155356  0.40
H: 3.512975 -1.565697 0.309381  0.29
H: 4.112801 -3.247498 0.726396  0.37
H: 3.505696 -3.580775 -2.137533  -0.02
H: 5.135250 -3.255518 -1.320321  0.35
H: 3.481888 -1.201500 -3.028671  0.34
H: 4.303505 -0.521716 -1.530421  0.11
H: 5.680663 -2.086149 -3.710556  0.28
H: 6.946064 1.932371 -3.316780  0.31
H: 7.505955 0.581434 -2.194416  0.30
H: 5.873708 1.461989 -1.853708  0.21
O: -1.632304 -2.375208 3.303092  -0.58
C: -2.209210 -2.747292 2.318905  0.66
O: -2.122009 -4.006422 1.807417  -0.29
C: -3.111299 -4.114325 0.792668  -0.47
C: -3.331991 -2.689563 0.384181  0.54
O: -3.032312 -1.965912 1.570622  -0.31
H: -2.756125 -4.734261 -0.032167  0.35
H: -4.008101 -4.572110 1.220713  0.25
H: -2.647427 -2.369856 -0.407805  -0.45
H: -4.357816 -2.502035 0.062966  0.37
O: -6.147507 3.804697 2.508698  -0.48
C: -6.768513 4.793477 2.239687  0.63
O: -7.385754 5.587120 3.156655  -0.32
C: -7.808905 6.760476 2.476571  -0.35
C: -7.913228 6.306508 1.052247  -0.30
O: -6.947869 5.267272 0.975814  -0.28
H: -8.761497 7.116320 2.871985  0.30
H: -7.053815 7.540159 2.613565  0.26
H: -8.897885 5.892762 0.815575  0.26
H: -7.683854 7.103123 0.342680  0.29
O: 1.738601 -8.895632 1.915156  -0.60
C: 1.492746 -7.852478 2.455809  0.55
O: 1.689781 -6.629350 1.892031  -0.19
C: 1.072751 -5.673011 2.744404  0.01
C: 1.049366 -6.366969 4.071023  -0.29
O: 0.982329 -7.740701 3.711725  -0.33
H: 1.647465 -4.746117 2.769105  0.26
H: 0.069653 -5.457644 2.364642  0.12
H: 1.961821 -6.196514 4.649333  0.18
H: 0.187993 -6.080193 4.676175  0.36
O: 1.388443 -6.189273 -3.507753  -0.58
C: 1.717357 -5.561624 -4.474592  0.69
O: 1.062447 -5.586377 -5.667022  -0.33
C: 1.615914 -4.551739 -6.469056  -0.33
C: 2.979393 -4.359183 -5.878451  -0.36
O: 2.795222 -4.731918 -4.520008  -0.27
H: 1.653824 -4.851210 -7.517564  0.31
H: 0.989624 -3.659584 -6.376647  0.25
H: 3.727580 -5.018752 -6.327989  0.28
H: 3.325214 -3.326975 -5.955066  0.32
O: 4.540014 -6.986854 6.398447  -0.53
C: 4.781171 -7.699501 5.465778  0.56
O: 5.789073 -8.613226 5.436360  -0.34
C: 5.604028 -9.402293 4.268932  -0.39
C: 4.804343 -8.503492 3.376312  -0.28
O: 4.081268 -7.697597 4.297796  -0.16
H: 6.564266 -9.678506 3.830577  0.32
H: 5.062138 -10.312933 4.540323  0.27
H: 5.434975 -7.856212 2.759497  0.25
H: 4.124188 -9.057795 2.727537  0.28

Atomic forces in eV per Å
0.600 2.135 -1.736
-2.098 -2.488 0.621
-1.254 0.375 -1.512
-2.377 1.486 -0.268
-1.133 2.612 3.711
2.715 -1.367 1.674
1.934 -0.048 2.812
0.991 -0.856 -0.593
-0.615 -0.559 -1.357
0.582 0.156 -0.131
-0.291 0.969 -0.336
-0.362 0.575 0.156
0.770 1.915 1.082
0.736 0.274 -1.790
3.039 -2.469 -0.610
-0.984 0.034 0.483
-3.413 2.990 0.948
1.370 -2.563 -4.040
-2.619 -1.083 -1.865
0.543 1.427 0.906
-0.478 1.305 3.863
-0.045 -0.001 0.463
0.495 -1.569 -4.458
1.325 -0.361 1.725
2.993 0.169 0.100
-3.325 2.171 -1.378
4.383 -3.271 1.674
-2.791 -0.763 -1.269
-0.280 -4.261 -0.450
3.255 -1.294 3.129
1.075 2.263 1.734
-1.040 3.751 -0.247
-2.553 0.021 -2.691
-0.641 0.971 0.233
0.460 -0.530 0.107
0.860 -0.076 -0.067
-0.169 0.106 0.366
-0.285 1.186 -0.246
-1.451 0.356 -2.319
0.058 -0.600 -0.387
2.031 -0.185 3.798
-1.333 -0.923 -1.260
-1.845 -0.234 -0.638
0.925 1.719 0.817
-0.144 -0.337 -1.930
-1.641 -0.776 0.133
0.613 -0.644 -1.479
1.486 0.946 0.645
1.372 -1.287 0.126
0.125 0.376 1.735
-1.508 1.044 -0.640
0.192 -1.569 -1.020
-0.406 -1.632 -0.038
1.434 -0.183 1.171
0.818 -1.250 0.579
-1.702 -0.770 0.280
-0.028 1.042 1.618
1.107 0.080 -1.454
-1.400 0.129 -0.966
0.205 -1.808 0.518
-1.023 -0.802 1.646
-0.892 -0.659 -1.382
1.738 -0.761 -0.325
-0.641 1.435 -0.797
1.004 -0.217 1.347
1.708 0.210 -1.116
-1.403 1.031 -0.589
0.006 0.239 1.870
1.238 -0.618 1.145
1.134 1.126 1.414
-0.460 2.108 -0.215
0.784 -0.333 -1.591
-0.239 1.626 -0.401
-0.439 -1.568 -0.408
-1.163 0.960 -1.128
0.744 1.343 1.102
-1.707 0.736 -0.372
0.902 -0.436 1.068
-0.085 -1.522 -0.907
-0.331 0.628 0.515
-0.855 -1.370 0.777
-1.457 0.641 -0.463
1.083 -0.736 -1.242
-0.378 -0.338 -0.780
0.420 0.492 0.714
0.089 0.562 0.290
-0.316 -0.738 -0.458
-0.303 0.322 -0.853
0.396 -0.412 0.539
0.136 0.037 0.192
0.059 0.049 0.019
0.013 -0.036 0.057
0.102 0.134 0.180
-0.617 0.821 -0.181
0.499 -0.934 0.364
0.240 -0.395 -0.440
-0.269 0.726 0.385
-0.431 0.377 -0.675
0.171 -0.187 0.523
0.135 -0.161 0.109
-0.025 -0.062 -0.021
0.067 0.005 0.037
0.104 -0.211 -0.012
-0.092 0.789 0.403
0.105 -0.737 -0.203
0.057 -0.703 0.177
-0.294 0.905 -0.123
-0.042 0.448 0.914
0.187 -0.179 -0.800
0.040 -0.184 -0.124
0.061 -0.001 0.027
-0.047 -0.067 -0.073
0.034 -0.224 -0.082
0.287 0.458 -0.841
-0.279 -0.547 0.859
0.310 -0.049 0.559
-0.345 0.336 -0.749
0.721 0.438 -0.365
-0.532 -0.357 0.094
-0.120 -0.123 0.166
0.051 -0.049 0.041
-0.067 0.010 0.038
-0.004 -0.106 0.205
0.153 -0.563 -0.805
-0.175 0.639 0.927
-0.422 0.491 0.027
0.369 -0.732 -0.184
-0.127 -0.176 -1.009
0.279 -0.015 0.533
-0.022 0.095 0.213
0.001 0.080 -0.014
-0.015 -0.013 0.085
-0.093 0.201 0.136


[2]
The following is a DFT calculation (ωB97M-V/def2-TZVPD) of a 2-piece molecular cluster, Cl2O3S2 overall at a distorted geometry.

Calculated total energy ... -52854.9953 eV
Molecular weight ... 183.0 g/mol
Kohn-Sham gap (spin up / spin down) ... 10.1 / 4.8 eV
Lowest unoccupied orbital energy (spin up / spin down) ... -1.308 / -4.331 eV
Relative energy (zero: lowest compared OMol25 entry of this formula, charge and spin) ... 172.33 kJ/mol

Last column: Mulliken charge in e.
Atoms and positions in Å:
O: 0.576092 0.075966 -2.200428  -0.34
O: -0.617097 -0.522081 -0.198165  -0.29
O: -0.416514 1.126420 3.049766  -0.37
S: -0.629494 -0.487750 -1.658602  0.76
S: 0.644646 0.511512 2.258123  0.50
Cl: -0.857681 -2.592288 -2.149387  -0.12
Cl: 1.300049 1.888221 0.898694  -0.14

Atomic forces in eV per Å
-0.532 -0.170 -1.121
-1.188 0.037 -1.016
-0.078 -0.064 0.065
1.565 -0.743 2.231
0.085 0.095 0.067
0.063 0.818 -0.189
0.085 0.027 -0.037


[3]
The following is a DFT calculation (ωB97M-V/def2-TZVPD) of an isolated ion of composition C2H6N3S and charge +1 at a distorted geometry.

Calculated total energy ... -17467.2380 eV
Structure (SMILES) ... [NH3+]/N=C/N=C\S
Molecular weight ... 104.2 g/mol
Kohn-Sham gap ... 9.6 eV
Lowest unoccupied orbital energy ... -4.128 eV
Relative energy (zero: lowest compared OMol25 entry of this formula, charge and spin) ... 279.81 kJ/mol
Net charge ... +1

Last column: Mulliken charge in e.
Atoms and positions in Å:
N: 1.635960 -0.468712 -0.246791  -0.03
N: 0.226261 -0.396907 -0.410052  -0.51
C: -0.278181 0.691849 0.074158  -0.07
N: -1.508647 1.171100 -0.123263  -0.32
C: -2.714372 0.876451 -0.275529  0.21
S: -3.530429 -0.609681 0.131066  -0.10
H: 1.805413 -1.038247 0.487489  0.29
H: 1.963130 0.470152 -0.019932  0.36
H: 1.823760 -0.854229 -1.197176  0.39
H: 0.312237 1.387326 0.660280  0.30
H: -3.497561 1.518280 -0.733731  0.32
H: -2.310803 -1.239603 0.628346  0.18

Atomic forces in eV per Å
-1.571 2.411 -3.487
-2.333 0.224 -0.108
-1.001 0.146 0.300
1.175 0.777 -0.598
-1.791 -1.423 -0.169
2.428 -0.794 1.014
1.259 -2.931 2.763
0.997 0.018 -0.498
1.349 0.378 1.079
0.428 0.131 0.267
1.104 0.302 0.188
-2.044 0.761 -0.749


- Which of these has the highest calculated total energy?
  C2H6N3S


- What is the molecular weight in the second record?
  183.0 g/mol


- What is the formula in the first record?
  C47H60F2N4O19S